# 1
# C4H8AlO

A structure of composition C4H8AlO in a non-equilibrium geometry (ωB97M-V/def2-TZVPD, the Open Molecules 2025 dataset).

```
! RIJCOSX wB97M-V def2-TZVPD def2/J DEFGRID3
* xyz 3 1
Al 1.15482 -2.61406 3.15853
C -1.06058 0.67289 -0.49743
C 0.40326 1.02139 -0.81254
C 1.18916 0.11387 0.16687
O 0.19278 -0.75108 0.81347
C -0.95247 -0.76367 0.10539
H -1.79527 0.72353 -1.30251
H -1.41105 1.26010 0.39494
H 0.54234 2.08913 -0.64310
H 0.66893 0.84516 -1.85448
H 1.77122 0.68783 0.91936
H 1.83967 -0.61593 -0.38807
H -1.80479 -1.14323 0.69931
H -0.73802 -1.52592 -0.75974
*
```

Output
HOMO energy ... -0.89933 Ha
ΔE to the lowest compared entry with this formula, charge and spin ... 0.00 kJ/mol
LUMO level ... -20.477 eV
Maximum force ... 0.06795 hartree/bohr

Let us look at the Mulliken charges, expressed in e, one per atom: 1.237 -0.291 -0.530 -0.220 -0.075 -0.147 0.382 0.345 0.362 0.376 0.372 0.369 0.402 0.417

=====

# 2
# C4H8AsBrF6NO2

A structure of composition C4H8AsBrF6NO2 in a non-equilibrium geometry (ωB97M-V/def2-TZVPD, the Open Molecules 2025 dataset).

```
! RIJCOSX wB97M-V def2-TZVPD def2/J DEFGRID3
* xyz -1 1
C -0.02473 -1.48924 -0.71410
C -0.08711 -0.07366 -1.27557
C -1.12673 0.83977 -0.62274
Br -1.63877 2.24634 -1.92804
N -2.24915 0.17262 -0.01105
C -3.22580 -0.34485 -0.86072
O -4.17019 0.23217 -1.25703
O -3.01993 -1.62984 -1.17483
H -0.65164 -2.15362 -1.28059
H 0.98413 -1.83717 -0.85850
H -0.22154 -1.53929 0.33896
H 0.86350 0.38744 -1.07025
H -0.19402 -0.04717 -2.34573
H -0.62951 1.36686 0.16272
H -2.69104 0.77131 0.66647
H -3.88840 -1.93610 -1.46080
F 4.54762 -0.12067 2.53071
As 3.14469 0.71963 1.96001
F 3.15900 -0.23100 0.50463
F 4.15530 1.90171 1.19888
F 1.72699 1.55626 1.37752
F 3.11506 1.67073 3.40720
F 2.12226 -0.46224 2.71289
*
```

Output
HOMO energy ... -0.28020 Ha
LUMO level ... 2.468 eV
Maximum force ... 0.05288 hartree/bohr

Let us look at the Mulliken charges, expressed in e, one per atom: -1.302 -0.397 -0.624 -0.166 -0.160 0.510 -0.511 -0.407 0.375 0.390 0.321 0.390 0.370 0.597 0.286 0.315 -0.510 1.983 -0.487 -0.490 -0.491 -0.498 -0.493

=====

# 3
# C4H8AsF6KNO9

A structure of composition C4H8AsF6KNO9 in a non-equilibrium geometry (ωB97M-V/def2-TZVPD, the Open Molecules 2025 dataset).

```
! RIJCOSX wB97M-V def2-TZVPD def2/J DEFGRID3
* xyz -3 1
K 5.24771 33.42121 -19.94722
As 8.43582 37.31175 -22.23788
F 9.63566 37.55533 -20.84607
F 9.24911 38.65566 -23.09095
F 7.26178 37.16452 -23.56653
F 7.76959 35.90607 -21.33415
F 7.32614 38.57741 -21.43062
F 9.62250 36.18199 -22.94753
O 7.46247 37.53610 -16.27804
C 7.04360 36.37552 -16.74587
O 5.92638 36.16852 -17.22495
O 7.97644 35.58389 -16.88421
H 8.23679 36.96906 -16.25600
O 9.04247 29.21592 -21.29000
C 8.33952 30.27990 -21.63389
O 7.09338 30.19746 -21.68540
O 9.01438 31.26841 -21.89222
H 9.91373 29.57805 -21.46713
C 1.66509 35.57401 -21.96179
O 2.74047 34.93866 -22.62276
H 1.36768 36.47662 -22.49561
H 0.75669 34.97522 -21.89575
H 1.95406 35.87352 -20.95438
C 6.02014 29.12198 -14.93586
N 6.29544 29.19736 -16.39368
O 6.62908 28.11867 -16.86600
O 5.97777 30.20175 -16.97319
H 4.94173 29.06868 -14.78660
H 6.40798 29.95514 -14.34976
H 6.51177 28.22341 -14.56309
*
```

Output
HOMO energy ... 0.04614 Ha
LUMO level ... 4.898 eV
Maximum force ... 0.11600 hartree/bohr

Let us look at the Mulliken charges, expressed in e, one per atom: 0.926 2.032 -0.529 -0.517 -0.478 -0.484 -0.532 -0.489 -0.544 0.765 -0.768 -0.780 0.343 -0.485 0.690 -0.771 -0.722 0.303 -0.513 -0.865 0.157 0.156 0.101 -0.687 0.825 -0.513 -0.451 0.258 0.279 0.293

=====

# 4
# C4H8BFO3

An isolated molecule of C4H8BFO3 in a non-equilibrium geometry (ωB97M-V/def2-TZVPD, the Open Molecules 2025 dataset).

```
! RIJCOSX wB97M-V def2-TZVPD def2/J DEFGRID3
* xyz 0 1
C 0.35250 1.95350 1.56723
C -0.80135 1.33879 0.88623
O -2.00132 1.51249 1.13274
B -0.49774 0.40241 -0.41707
O -1.46406 0.38589 -1.39016
C 0.56325 -0.74144 -0.45256
O 1.16778 -1.14234 0.76374
C 0.22081 -2.01358 -1.40410
F 1.23959 -2.96277 -1.27680
H 1.18586 1.20687 1.32060
H 0.21604 2.31630 2.64598
H 0.48141 2.86276 1.00838
H -2.12328 1.05507 -1.23481
H 1.40144 -0.33732 -1.04344
H 0.61458 -1.63800 1.39808
H 0.22872 -1.69154 -2.51229
H -0.78424 -2.50710 -0.99174
*
```

Output
HOMO energy ... -0.35091 Ha
ΔE to the lowest compared entry with this formula, charge and spin ... 0.00 kJ/mol
LUMO level ... 0.001 eV
SMILES ... CC(=O)B(O)[C@@H](O)CF
Maximum force ... 0.05145 hartree/bohr

Let us look at the Mulliken charges, expressed in e, one per atom: -0.961 0.555 -0.571 0.488 -0.562 0.012 -0.555 -0.204 -0.304 0.253 0.308 0.281 0.315 0.118 0.340 0.244 0.242

=====

Please write out number 1 again, unchanged.
# C4H8AlO

A structure of composition C4H8AlO in a non-equilibrium geometry (ωB97M-V/def2-TZVPD, the Open Molecules 2025 dataset).

```
! RIJCOSX wB97M-V def2-TZVPD def2/J DEFGRID3
* xyz 3 1
Al 1.15482 -2.61406 3.15853
C -1.06058 0.67289 -0.49743
C 0.40326 1.02139 -0.81254
C 1.18916 0.11387 0.16687
O 0.19278 -0.75108 0.81347
C -0.95247 -0.76367 0.10539
H -1.79527 0.72353 -1.30251
H -1.41105 1.26010 0.39494
H 0.54234 2.08913 -0.64310
H 0.66893 0.84516 -1.85448
H 1.77122 0.68783 0.91936
H 1.83967 -0.61593 -0.38807
H -1.80479 -1.14323 0.69931
H -0.73802 -1.52592 -0.75974
*
```

Output
HOMO energy ... -0.89933 Ha
ΔE to the lowest compared entry with this formula, charge and spin ... 0.00 kJ/mol
LUMO level ... -20.477 eV
Maximum force ... 0.06795 hartree/bohr

Let us look at the Mulliken charges, expressed in e, one per atom: 1.237 -0.291 -0.530 -0.220 -0.075 -0.147 0.382 0.345 0.362 0.376 0.372 0.369 0.402 0.417